The following is a quantum chemistry calculation of a cluster of 7 separate species, C46H91F6N10P2 in total at a distorted geometry, from the OMol25 dataset.

Atoms and positions in Å:
P1 0.4902 0.7715 4.6612
P2 -0.1457 -0.2846 -0.5016
F1 -1.2964 -0.7066 -1.5251
F2 0.8810 0.2345 0.6351
F3 0.3636 0.8489 -1.5598
F4 -0.6354 -1.4453 0.5527
F5 -1.2491 0.7198 0.2444
F6 0.9294 -1.3731 -1.1103
N1 -0.8744 0.3750 -8.7979
N2 -5.2744 -1.8167 -0.7991
N3 -0.1795 0.0187 -6.6759
N4 -5.7969 -1.3860 -2.9376
N5 0.3113 -4.7777 -1.4255
N6 4.3617 -0.3188 0.0963
N7 -1.7642 4.8317 -1.2970
N8 2.5033 -4.8036 -2.0577
N9 5.0493 1.6824 -0.5909
N10 -3.1329 3.1465 -0.9401
C1 -1.1273 -4.5792 -1.4851
C2 -3.4870 -0.3006 4.1376
C3 0.5642 5.4516 -1.5975
C4 4.1511 -5.4154 -3.8650
C5 -2.1921 0.5185 3.9141
C6 2.9997 1.1702 5.7508
C7 -2.1610 3.6120 -1.7874
C8 1.2004 -2.0234 5.0375
C9 1.2173 -4.2047 -2.2971
C10 0.0739 0.1104 -5.2573
C11 1.1000 -0.8577 4.0542
C12 -1.2350 0.5050 5.1312
C13 0.9394 1.2896 -4.8179
C14 6.0530 1.1695 0.0728
C15 -2.2762 5.0532 -0.0529
C16 -0.8489 0.9380 -7.5123
C17 0.0169 3.4468 3.9751
C18 -5.3139 -1.9014 0.6838
C19 5.6872 -0.1117 0.4542
C20 2.3300 -5.6887 -0.9612
C21 -0.3598 5.8456 2.8601
C22 -3.8448 1.8384 -1.0681
C23 -4.8007 -3.3045 1.1571
C24 -0.5187 4.2972 2.7427
C25 5.2203 2.8484 -2.7452
C26 1.5093 1.1887 6.1023
C27 5.0632 3.0109 -1.2326
C28 -0.0217 -0.7035 -8.8601
C29 3.9434 0.8042 -0.5306
C30 0.5805 2.1271 3.5116
C31 0.3304 -0.9420 -7.5151
C32 -1.8338 0.7284 -9.8128
C33 -4.3517 -1.5726 -2.8218
C34 -6.3645 -1.7154 -1.6859
C35 -6.4983 -1.0516 -4.1570
C36 -0.8497 5.6791 -2.0485
C37 0.4011 -3.6619 3.0623
C38 -4.1007 -1.8078 -1.5259
C39 -3.1665 4.0006 0.1300
C40 1.3106 -3.3430 4.2676
C41 -3.2466 -1.9011 4.0526
C42 3.6291 0.0063 8.0382
C43 3.8109 1.2583 7.0265
C44 3.5723 -1.4777 0.4067
C45 1.0250 -5.5897 -0.5557
C46 3.7635 -4.5046 -2.7426
H1 1.6515 2.3292 3.4999
H2 3.9765 -0.9845 7.7455
H3 0.0380 3.9612 1.8679
H4 3.0032 1.0236 -1.0146
H5 -3.1193 -1.9201 -1.0894
H6 3.0964 -1.3308 1.3762
H7 -2.4391 1.5578 3.6977
H8 1.3192 5.9075 -2.2380
H9 -1.4482 1.7595 -7.1484
H10 -3.2684 1.0612 -1.5699
H11 -3.7104 -1.3584 -3.6640
H12 0.1011 -1.2503 -9.7833
H13 -0.5209 6.2016 1.8425
H14 -1.0758 6.7444 -2.0031
H15 0.5374 -6.3416 0.0471
H16 -1.5205 0.2872 -10.7590
H17 -2.8104 0.4758 -9.3998
H18 -1.3334 -0.3803 5.7594
H19 -5.2098 -4.0312 0.4552
H20 0.4572 -0.8282 -4.8571
H21 2.6374 -0.2442 8.4149
H22 -4.1495 1.3820 -0.1264
H23 1.1489 0.4959 6.8626
H24 -3.7218 -3.4198 1.0529
H25 -4.6757 -1.1143 1.0856
H26 0.9324 1.2370 -3.7292
H27 4.8326 3.7522 -3.2152
H28 4.5589 -4.3932 -2.0057
H29 1.2127 2.2063 6.3565
H30 0.3473 -4.7400 2.9109
H31 2.2981 -3.3728 3.8072
H32 0.8604 4.4129 -1.4509
H33 -7.3138 -0.3299 -4.1104
H34 -1.0393 6.2077 3.6316
H35 0.3082 -2.0055 5.6634
H36 2.0989 -1.8006 5.6130
H37 -4.7508 1.9430 -1.6650
H38 3.2997 1.9568 5.0585
H39 -1.5194 -5.0102 -0.5639
H40 -0.9023 5.4643 -3.1159
H41 -1.5341 1.3039 5.8098
H42 0.7955 4.0076 4.4922
H43 0.6399 6.1522 3.1677
H44 4.1004 3.4840 -1.0398
H45 -1.7901 0.1921 2.9550
H46 7.0129 1.6419 0.2203
H47 3.6773 -5.1500 -4.8100
H48 -1.9152 3.1630 -2.7384
H49 6.2858 -0.9136 0.8604
H50 -4.1587 0.0308 3.3458
H51 3.0883 -6.4201 -0.7234
H52 4.2443 0.1630 8.9242
H53 0.9629 -3.5474 -3.1154
H54 -5.0337 -3.4614 2.2103
H55 0.9272 -1.6887 -7.0124
H56 -3.9465 3.9317 0.8738
H57 4.8256 1.4863 6.7001
H58 -1.1985 -3.5054 -1.6583
H59 3.4394 2.1245 7.5741
H60 3.6622 -3.4819 -3.1057
H61 -1.5659 4.0918 2.5205
H62 -0.8661 3.3589 4.6080
H63 -7.4131 -1.7640 -1.4320
H64 -1.7355 1.8058 -9.9463
H65 -5.8142 -0.5885 -4.8682
H66 -3.8037 0.0907 5.1044
H67 2.9403 -1.7028 -0.4524
H68 -6.3514 -1.7635 0.9884
H69 -2.6871 -2.2978 4.8998
H70 -4.1488 -2.5123 4.0726
H71 -0.9141 0.0861 -4.7975
H72 5.2290 -5.2564 -3.8978
H73 -6.9154 -1.9613 -4.5889
H74 -2.6640 -2.1161 3.1568
H75 1.9888 1.2986 -5.1126
H76 0.5687 -1.1454 3.1470
H77 4.1495 -2.3852 0.5834
H78 0.7063 5.9257 -0.6264
H79 2.1361 -0.5881 3.8496
H80 4.5338 2.0497 -3.0261
H81 6.2654 2.6446 -2.9783
H82 0.7669 -3.1853 2.1528
H83 1.3169 -4.1404 5.0108
H84 5.7596 3.6594 -0.7010
H85 3.3437 0.2494 5.2797
H86 0.3709 2.2081 -4.9639
H87 -1.9886 6.0076 0.3626
H88 4.0270 -6.4528 -3.5544
H89 -0.6125 -3.2903 3.2125
H90 0.2348 1.8656 2.5115
H91 -1.5642 -5.1720 -2.2887

Its HOMO-LUMO gap is 0.3541 Ha. The charge is +5.